No. 1
{"formula": "C3H8N3S", "method": "the ωB97M-V functional and the def2-TZVPD basis", "relative_energy_ev": 3.219, "charge": 1, "max_force_ev_per_a": 5.13, "energy_ha": -681.19597, "homo_energy_ev": -13.748, "lumo_ev": -4.724, "symbols": ["C", "C", "C", "N", "N", "N", "S", "H", "H", "H", "H", "H", "H", "H", "H"], "coordinates": [[-0.829, 1.269, 0.150], [0.608, 1.828, -0.043], [0.842, -1.039, -0.541], [-1.931, -0.824, 0.182], [-0.944, -0.101, 0.005], [0.938, -2.125, 0.190], [1.807, 0.343, 0.080], [-0.959, 1.551, 1.181], [-1.359, 1.935, -0.431], [0.565, 2.506, -0.999], [0.984, 2.573, 0.664], [0.732, -1.105, -1.664], [-1.833, -1.881, 0.091], [0.430, -2.979, -0.062], [0.950, -1.951, 1.196]], "forces_ev_per_a": [[2.081, 2.104, 2.644], [0.658, -0.261, -2.608], [0.240, 2.160, -0.938], [0.022, 1.832, 0.452], [-0.165, -4.905, -1.497], [-1.214, -0.837, 0.689], [-0.493, 1.002, -0.352], [-1.019, -0.298, 0.644], [-2.248, 0.523, -1.414], [0.808, -1.974, 1.102], [-0.363, -0.687, 0.581], [-0.335, -0.146, 1.468], [0.967, 1.412, -0.293], [0.608, 0.336, -0.222], [0.454, -0.263, -0.255]]}



No. 2
{"formula": "C37H30N9O4S3Tc", "method": "the ωB97M-V functional and the def2-TZVPD basis", "relative_energy_ev": 2.654, "spin_multiplicity": 4, "charge": 3, "max_force_ev_per_a": 5.36, "energy_ha": -3495.99134, "homo_energy_ev": [-16.329, -16.358], "lumo_ev": [-9.807, -10.400], "symbols": ["Tc", "N", "C", "C", "C", "C", "C", "C", "N", "C", "C", "C", "S", "C", "N", "H", "H", "H", "H", "H", "H", "H", "C", "C", "C", "C", "C", "C", "N", "N", "C", "C", "C", "C", "C", "N", "H", "H", "H", "H", "H", "H", "H", "H", "H", "O", "S", "O", "O", "C", "N", "C", "C", "C", "N", "C", "C", "C", "N", "C", "C", "H", "H", "H", "H", "H", "H", "C", "S", "O", "C", "C", "C", "C", "C", "C", "H", "H", "H", "H", "H", "H", "H", "H"], "coordinates": [[0.696, -0.581, 0.128], [2.507, -2.714, 2.989], [3.169, -3.471, 2.025], [3.586, -4.736, 1.962], [4.021, -5.346, 0.783], [3.918, -4.629, -0.423], [3.352, -3.337, -0.456], [2.931, -2.806, 0.735], [2.128, -1.625, 1.046], [1.874, -1.693, 2.339], [1.137, -0.653, 3.032], [0.962, -0.497, 4.394], [-0.212, 0.742, 4.851], [-0.247, 1.129, 3.138], [0.403, 0.345, 2.295], [2.546, -2.779, 4.005], [3.706, -5.344, 2.893], [4.371, -6.386, 0.701], [4.373, -4.970, -1.348], [3.237, -2.793, -1.400], [1.329, -1.226, 5.103], [-0.834, 2.029, 2.822], [3.484, 4.298, 0.255], [2.418, 4.341, -0.681], [1.714, 3.147, -0.987], [2.126, 1.926, -0.464], [3.080, 1.905, 0.536], [3.824, 3.057, 0.789], [1.632, 0.736, -1.028], [1.817, 0.578, -2.359], [1.589, -0.669, -2.677], [1.752, -1.102, -4.040], [1.449, -2.399, -4.374], [1.125, -3.296, -3.273], [0.902, -2.790, -2.039], [1.042, -1.480, -1.708], [4.007, 5.204, 0.542], [2.064, 5.193, -1.217], [0.806, 3.284, -1.586], [3.257, 0.996, 1.155], [4.629, 2.929, 1.512], [2.070, -0.355, -4.745], [1.474, -2.833, -5.390], [1.008, -4.394, -3.388], [0.581, -3.572, -1.264], [-1.805, 8.257, -3.480], [-1.299, 6.988, -3.032], [-0.233, 6.441, -3.952], [-0.986, 6.656, -1.654], [-2.394, 5.552, -3.410], [-3.261, 5.656, -4.365], [-3.882, 4.470, -4.623], [-3.554, 3.250, -4.135], [-2.570, 3.343, -3.083], [-1.997, 4.486, -2.772], [-2.203, 2.279, -2.172], [-2.308, 0.906, -2.523], [-1.758, -0.048, -1.732], [-1.080, 0.333, -0.602], [-1.082, 1.669, -0.246], [-1.672, 2.632, -0.999], [-4.704, 4.620, -5.321], [-4.021, 2.318, -4.517], [-2.689, 0.621, -3.526], [-1.810, -1.129, -1.996], [-0.482, 1.840, 0.641], [-1.670, 3.704, -0.646], [-1.932, -4.196, 1.432], [-2.120, -2.381, 1.071], [-0.549, -2.045, 0.915], [-2.795, -2.001, 2.744], [-3.270, -0.674, 2.870], [-3.997, -0.211, 3.978], [-4.240, -1.129, 5.036], [-3.665, -2.386, 4.921], [-3.009, -2.855, 3.806], [-1.159, -4.212, 2.171], [-1.622, -4.699, 0.495], [-2.908, -4.605, 1.816], [-2.953, -0.061, 2.054], [-4.191, 0.844, 3.976], [-4.852, -0.884, 5.918], [-3.684, -2.995, 5.831], [-2.391, -3.717, 3.929]], "forces_ev_per_a": [[-1.900, 0.322, -1.044], [-0.657, 1.030, -0.637], [-1.728, 2.168, -3.248], [1.920, -3.729, 2.087], [-0.439, 0.566, -1.386], [0.327, 0.873, 0.321], [0.287, -0.363, -0.364], [-0.582, 0.939, 2.711], [1.278, -2.118, 0.094], [1.537, 0.034, 1.438], [-1.831, 2.017, 1.573], [-0.707, -0.725, -0.594], [1.922, -0.866, -2.471], [-0.610, 0.317, -0.398], [0.981, -1.032, 0.969], [0.088, -0.328, -0.497], [-0.260, 0.618, -0.747], [-0.083, 0.680, 0.584], [-0.283, -0.401, 0.171], [0.279, -0.313, 0.563], [0.015, 0.347, 0.343], [0.576, -1.067, 0.167], [-0.722, -0.290, -1.229], [-0.196, -2.056, 0.777], [0.578, 1.967, -0.314], [-0.833, 1.238, -0.558], [0.732, -0.707, 0.736], [-0.358, -0.281, 0.983], [1.271, -0.733, -2.348], [0.361, 2.863, 4.516], [-1.873, -3.165, -1.524], [-0.359, 0.072, 1.040], [-0.089, -1.716, 1.174], [0.162, 0.266, -2.275], [-1.013, -1.176, 2.067], [0.574, -0.534, -0.337], [0.087, -0.154, -0.127], [0.093, 0.838, 0.206], [0.645, -0.520, -0.214], [0.205, 0.561, -0.940], [-0.155, 0.409, -0.127], [0.115, 0.105, -0.217], [0.183, 0.639, 0.595], [0.076, 1.012, -0.256], [0.467, 1.814, -0.774], [0.906, -1.042, 0.537], [-2.304, -2.064, 0.077], [1.221, 1.141, 0.247], [0.860, 1.386, -0.733], [0.749, 2.050, -0.564], [-1.079, -1.219, 0.457], [-0.959, 2.080, -1.953], [1.419, -0.898, 1.678], [-1.722, 0.185, -1.689], [-0.237, -0.655, 0.628], [-0.765, -2.181, -2.338], [-0.330, 0.879, -1.462], [0.685, -0.399, 1.071], [-0.359, 1.334, -0.483], [0.252, -2.746, 0.251], [0.606, 2.163, 2.853], [0.151, -0.458, -0.075], [0.292, 0.850, 0.619], [0.019, 0.222, 0.931], [0.249, 0.965, 0.346], [-0.302, 0.447, -0.130], [0.144, -1.365, -0.621], [-1.276, 0.281, -1.188], [1.174, -1.218, 1.291], [-1.354, -0.420, 0.559], [-0.507, 1.896, -0.540], [0.246, -1.037, 0.107], [1.002, -1.220, -0.203], [-0.140, 1.004, -1.092], [-0.527, -0.270, 1.461], [1.464, 0.148, 0.206], [0.423, -0.230, 0.387], [-0.214, 0.343, 0.612], [1.049, 0.457, -0.528], [-0.395, 0.944, -0.362], [-0.642, 0.179, 0.375], [0.565, 0.057, -0.514], [-0.134, -0.108, -0.560], [-0.314, -0.900, -0.143]]}



No. 3
{"formula": "C8H17N3O6", "method": "the ωB97M-V functional and the def2-TZVPD basis", "relative_energy_ev": 0.000, "max_force_ev_per_a": 5.22, "energy_ha": -930.76150, "homo_energy_ev": -9.410, "lumo_ev": 0.473, "symbols": ["N", "C", "O", "C", "C", "C", "N", "C", "O", "O", "H", "H", "H", "H", "H", "H", "H", "H", "H", "H", "N", "C", "C", "O", "C", "O", "O", "H", "H", "H", "H", "H", "H", "H"], "coordinates": [[-0.293, 2.078, -0.894], [0.838, 1.748, -0.210], [1.796, 2.525, -0.144], [1.027, 0.408, 0.476], [2.508, 0.147, 0.836], [3.292, -0.333, -0.391], [2.769, -1.537, -0.997], [4.795, -0.584, -0.026], [5.385, -1.645, -0.017], [5.413, 0.573, 0.347], [-0.324, 2.956, -1.172], [-1.130, 1.628, -0.668], [0.668, -0.373, -0.160], [0.322, 0.411, 1.427], [2.987, 0.967, 1.160], [2.580, -0.635, 1.650], [3.267, 0.487, -1.151], [3.211, -1.578, -1.979], [3.176, -2.301, -0.482], [6.287, 0.352, 0.700], [-3.990, 1.263, 0.513], [-3.263, 0.025, 0.639], [-4.243, -1.133, 0.784], [-4.986, -1.181, -0.408], [-2.318, -0.220, -0.518], [-2.063, 0.569, -1.390], [-1.711, -1.423, -0.459], [-3.344, 1.991, 0.202], [-4.672, 1.167, -0.237], [-2.634, 0.053, 1.522], [-3.677, -2.079, 0.942], [-4.910, -0.917, 1.654], [-5.642, -1.892, -0.321], [-1.121, -1.517, -1.229]], "forces_ev_per_a": [[2.578, -3.820, 2.448], [1.825, 1.241, 0.193], [-0.801, -0.153, -0.448], [-1.219, 0.356, 1.925], [-1.802, -3.768, -0.537], [1.052, 0.318, -0.586], [0.528, 0.227, -2.254], [0.372, 0.517, 0.482], [-0.918, 0.810, -0.120], [-0.518, -0.409, -0.093], [-0.142, 4.967, -1.576], [-0.753, -0.186, -0.092], [-0.240, -0.628, -0.298], [1.466, -0.078, -1.686], [1.349, 3.127, 1.351], [-0.198, 0.648, -0.847], [0.109, -0.490, 0.659], [-1.026, -0.266, 2.038], [0.035, -0.558, -0.033], [0.041, -0.116, -0.153], [0.188, 0.487, -0.247], [-0.329, -0.173, -0.142], [0.327, -0.278, 0.924], [-0.624, -0.503, -0.295], [0.195, -1.068, -0.383], [-1.468, -1.044, -0.480], [-0.172, 0.062, -0.009], [-0.341, -0.098, 0.186], [0.073, -0.018, 0.123], [0.141, -0.020, 0.397], [-0.403, 0.565, 0.034], [0.546, -0.197, -0.478], [0.285, 0.398, -0.190], [-0.154, 0.148, 0.187]]}